<A>
Molecular formula: C5H12NS
Method: DFT, ωB97M-V/def2-TZVPD

Bonds (Å) are listed after each position.
Geometry (Å):
1 C 0.65 1.42 1.29  C2 1.257, H8 1.146, H9 1.074
2 C 1.38 0.76 0.51  C1 1.257, C3 1.431
3 C 2.36 0.19 -0.36  C2 1.431, H10 1.096, H11 1.091, H12 1.089
4 C -2.39 1.35 -0.71  S7 1.807, H13 1.088, H14 1.085, H15 1.087
5 C -0.89 -0.84 -0.12  N6 1.510, S7 1.780, H16 1.088
6 N -0.63 -2.01 0.80  C5 1.510, H17 1.023, H18 1.032, H19 1.027
7 S -2.05 0.25 0.68  C4 1.807, C5 1.780
8 H -0.47 1.18 1.34  C1 1.146
9 H 0.87 2.23 1.96  C1 1.074
10 H 3.04 0.99 -0.68  C3 1.096
11 H 1.91 -0.23 -1.27  C3 1.091
12 H 2.94 -0.58 0.14  C3 1.089
13 H -3.15 0.89 -1.34  C4 1.088
14 H -1.47 1.50 -1.27  C4 1.085
15 H -2.76 2.29 -0.31  C4 1.087
16 H -1.31 -1.21 -1.05  C5 1.088
17 H 0.01 -2.66 0.34  N6 1.023
18 H -1.49 -2.53 1.07  N6 1.032
19 H -0.20 -1.65 1.66  N6 1.027

HOMO level (alpha / beta): -11.5 / -11.5 eV
net charge: +1
orbital gap (alpha / beta): 7.35 / 7.36 eV

<B>
Molecular formula: C5H12NS
Method: DFT, ωB97M-V/def2-TZVPD

Bonds (Å) are listed after each position.
Geometry (Å):
1 C -0.89 -1.49 0.92  N2 1.411, H8 1.053, H9 1.138, H10 1.136
2 N -0.51 -0.81 -0.26  C1 1.411, C3 1.544, C5 1.541, H11 1.046
3 C -0.96 0.66 -0.33  N2 1.544, S4 1.802, C5 1.544, H12 1.127
4 S -1.81 1.23 -1.82  C3 1.802, H13 1.313
5 C 0.53 0.32 -0.15  N2 1.541, C3 1.544, C6 1.525, C7 1.534
6 C 1.17 0.52 1.22  C5 1.525, H14 1.111, H15 1.047, H16 1.131
7 C 1.44 0.46 -1.38  C5 1.534, H17 1.051, H18 1.144, H19 1.174
8 H -0.40 -2.41 1.07  C1 1.053
9 H -0.87 -1.01 1.95  C1 1.138
10 H -1.98 -1.80 0.80  C1 1.136
11 H -0.30 -1.40 -1.09  N2 1.046
12 H -1.71 0.71 0.51  C3 1.127
13 H -2.87 1.79 -1.28  S4 1.313
14 H 2.07 -0.13 1.26  C6 1.111
15 H 0.60 0.15 2.01  C6 1.047
16 H 1.54 1.59 1.31  C6 1.131
17 H 0.77 0.16 -2.14  C7 1.051
18 H 2.42 -0.12 -1.26  C7 1.144
19 H 1.75 1.59 -1.37  C7 1.174

HOMO level: -13.8 eV
net charge: +1
orbital gap: 10.91 eV
structure (SMILES): C[N@H+]1[C@H](S)C1(C)C

<C>
Molecular formula: C5H12NS
Method: DFT, ωB97M-V/def2-TZVPD

Bonds (Å) are listed after each position.
Geometry (Å):
1 C 1.07 0.34 0.10  C2 1.609, N6 1.314, S7 1.798
2 C 0.85 1.94 0.08  C1 1.609, H8 1.119, H9 1.124, H10 0.984
3 C -2.12 -0.14 -0.66  C5 1.547, H11 1.154, H12 1.127, H13 1.134
4 C 0.40 -1.97 0.02  N6 1.465, H14 0.995, H15 1.119, H16 1.157
5 C -1.23 -0.20 0.61  C3 1.547, N6 1.438, H17 1.090, H18 1.113
6 N 0.12 -0.55 0.26  C1 1.314, C4 1.465, C5 1.438
7 S 2.78 -0.20 -0.04  C1 1.798, H19 1.308
8 H 1.34 2.33 -0.85  C2 1.119
9 H -0.22 2.29 0.03  C2 1.124
10 H 1.45 2.12 0.84  C2 0.984
11 H -1.59 0.70 -1.24  C3 1.154
12 H -2.01 -1.11 -1.22  C3 1.127
13 H -3.08 0.40 -0.38  C3 1.134
14 H 0.81 -2.22 -0.85  C4 0.995
15 H -0.52 -2.41 0.48  C4 1.119
16 H 1.30 -2.23 0.70  C4 1.157
17 H -1.70 -0.82 1.37  C5 1.090
18 H -1.18 0.86 0.94  C5 1.113
19 H 3.50 0.87 -0.22  S7 1.308

HOMO level: -14.5 eV
net charge: +1
orbital gap: 10.30 eV

Most favorable first, least favorable last: <C>, <B>, <A>

<A>
Molecular formula: CH5N3O2
Method: DFT, ωB97M-V/def2-TZVPD

Bonds (Å) are listed after each position.
Geometry (Å):
1 O -1.33 0.18 0.64  N2 1.406, H5 0.997
2 N -0.15 0.95 0.54  O1 1.406, N3 1.177
3 N -0.09 1.98 1.10  N2 1.177, O4 1.358
4 O -1.08 2.63 1.76  N3 1.358, H6 0.973
5 H -0.96 -0.48 -0.01  O1 0.997
6 H -1.79 1.99 1.95  O4 0.973
7 C 1.02 -1.51 -1.56  N8 1.253, H9 1.108, H10 1.103
8 N 0.59 -1.19 -0.43  C7 1.253, H11 0.987
9 H 2.09 -1.70 -1.79  C7 1.108
10 H 0.49 -1.50 -2.52  C7 1.103
11 H 1.21 -1.35 0.32  N8 0.987

HOMO level: -9.9 eV
orbital gap: 10.85 eV
structure (SMILES): O/N=N\O.C=N

<B>
Molecular formula: CH5N3O2
Method: DFT, ωB97M-V/def2-TZVPD

Bonds (Å) are listed after each position.
Geometry (Å):
1 N 1.29 -0.26 1.02  C2 1.251, H7 1.030
2 C 0.28 0.02 0.33  N1 1.251, N3 1.379, N5 1.392
3 N 0.21 0.95 -0.69  C2 1.379, O4 1.474, H8 1.014
4 O 1.59 1.15 -1.15  N3 1.474, H9 1.021
5 N -1.01 -0.40 0.63  C2 1.392, O6 1.500, H10 0.990
6 O -1.66 -0.78 -0.67  N5 1.500, H11 1.034
7 H 1.22 -0.90 1.82  N1 1.030
8 H -0.32 0.73 -1.52  N3 1.014
9 H 1.99 1.04 -0.21  O4 1.021
10 H -1.02 -1.27 1.10  N5 0.990
11 H -2.57 -0.28 -0.65  O6 1.034

HOMO level: -9.4 eV
orbital gap: 9.97 eV
structure (SMILES): N=C(NO)NO

Most favorable first, least favorable last: <B>, <A>

<A>
Molecular formula: C3H6N3O3
Method: DFT, ωB97M-V/def2-TZVPD

Bonds (Å) are listed after each position.
Geometry (Å):
1 C 0.96 -1.04 0.30  C2 1.282, C3 1.593, H10 1.090
2 C 1.88 -0.33 -0.24  C1 1.282, O8 1.203
3 C -0.30 -1.57 -0.53  C1 1.593, N5 1.478, O9 1.300, H11 1.219
4 N 0.72 1.92 0.68  H12 1.002, H14 0.997, H15 1.138
5 N -1.34 -0.57 -0.20  C3 1.478, N6 1.268, H13 1.047
6 N -1.80 0.33 -0.96  N5 1.268, O7 1.226
7 O -2.70 1.04 -0.52  N6 1.226
8 O 2.77 0.27 -0.79  C2 1.203
9 O -0.59 -2.76 -0.11  C3 1.300
10 H 1.17 -1.47 1.28  C1 1.090
11 H -0.16 -1.48 -1.74  C3 1.219
12 H 0.05 1.63 -0.01  N4 1.002
13 H -1.46 -0.72 0.83  N5 1.047
14 H 0.72 2.86 0.36  N4 0.997
15 H 0.10 1.88 1.64  N4 1.138

HOMO level: -3.9 eV
net charge: -1
orbital gap: 7.67 eV

<B>
Molecular formula: C3H6N3O3
Method: DFT, ωB97M-V/def2-TZVPD

Bonds (Å) are listed after each position.
Geometry (Å):
1 C -1.06 1.66 -0.15  N4 1.160, O8 1.180
2 C -2.41 -0.54 -0.02  N4 1.542, O7 1.206, O9 1.209
3 C 1.27 -1.14 -0.54  N5 1.421, H10 1.092, H11 1.061, H12 1.172
4 N -1.37 0.58 0.16  C1 1.160, C2 1.542
5 N 1.00 -0.54 0.72  C3 1.421, N6 1.426, H13 1.030
6 N 1.71 0.69 0.84  N5 1.426, H14 1.041, H15 1.035
7 O -3.37 -0.36 0.68  C2 1.206
8 O -0.56 2.70 -0.36  C1 1.180
9 O -2.03 -1.35 -0.83  C2 1.209
10 H 2.27 -1.56 -0.65  C3 1.092
11 H 0.53 -1.85 -0.81  C3 1.061
12 H 1.14 -0.40 -1.44  C3 1.172
13 H 0.01 -0.29 0.74  N5 1.030
14 H 1.62 1.28 -0.01  N6 1.041
15 H 1.26 1.11 1.67  N6 1.035

HOMO level: -4.7 eV
net charge: -1
orbital gap: 8.48 eV

Most favorable first, least favorable last: <B>, <A>